No. 1
Formula: C9H14O7
Source: the OMol25 dataset
Level of theory: wB97M-V/def2-TZVPD

Last column: natural (NBO) charge in e.
Element x y z (Å)
C (4.18, 0.13, 0.38)  -0.616
C (2.74, 0.78, 0.79)  -0.522
C (1.84, 0.95, -0.50)  0.797
O (1.21, 2.03, -0.68)  -0.548
O (1.73, -0.04, -1.53)  -0.555
C (0.74, -1.04, -1.19)  -0.069
C (-0.73, -0.61, -1.75)  -0.479
C (-1.92, -1.13, -0.82)  0.088
O (-1.58, -2.39, -0.15)  -0.531
C (-1.36, -2.28, 1.25)  0.987
O (-0.77, -3.03, 2.05)  -0.552
O (-1.94, -1.03, 1.65)  -0.514
C (-2.36, -0.30, 0.47)  0.045
C (-1.80, 1.18, 0.72)  -0.129
O (-2.27, 2.16, -0.25)  -0.270
O (-3.29, 2.90, 0.28)  -0.428
H (4.69, 0.82, -0.39)  0.217
H (4.06, -0.91, -0.07)  0.223
H (4.81, 0.14, 1.33)  0.220
H (2.98, 1.83, 1.18)  0.247
H (2.28, 0.16, 1.63)  0.242
H (0.72, -1.12, -0.05)  0.173
H (0.96, -2.07, -1.62)  0.217
H (-0.76, 0.51, -1.99)  0.269
H (-0.83, -1.16, -2.76)  0.223
H (-2.87, -1.39, -1.40)  0.213
H (-3.50, -0.14, 0.38)  0.180
H (-2.22, 1.53, 1.74)  0.212
H (-0.65, 1.21, 0.84)  0.216
H (-4.06, 2.31, 0.48)  0.442

## Properties
* LUMO energy: 0.4 eV
* multiplicity: 1
* HOMO energy: -10.294 eV
* DFT total energy: -877.8323 hartree
* SMILES string: CCC(=O)OCC[C@H]1OC(=O)O[C@H]1COO

No. 2
Formula: C9H14OS
Source: the OMol25 dataset
Level of theory: wB97M-V/def2-TZVPD

Last column: natural (NBO) charge in e.
Element x y z (Å)
C (1.90, 2.60, -1.66)  -0.624
C (0.64, 1.83, -1.35)  -0.064
C (0.67, 0.72, -0.50)  -0.133
C (-0.49, 0.00, -0.25)  -0.282
C (-1.69, 0.38, -0.83)  0.292
O (-2.82, -0.35, -0.56)  -0.680
C (-1.73, 1.48, -1.66)  -0.285
C (-0.58, 2.20, -1.93)  -0.195
H (2.52, 2.67, -0.76)  0.215
H (1.63, 3.62, -1.92)  0.210
H (2.48, 2.14, -2.46)  0.218
H (1.58, 0.43, 0.00)  0.207
H (-0.47, -0.88, 0.37)  0.213
H (-3.49, -0.19, -1.22)  0.480
H (-2.69, 1.82, -2.05)  0.205
H (-0.61, 3.14, -2.47)  0.210
C (-0.43, -1.81, 3.11)  -0.749
S (1.22, -1.64, 2.44)  0.184
C (1.20, -2.96, 1.20)  -0.749
H (-0.61, -2.84, 3.43)  0.214
H (-0.54, -1.12, 3.93)  0.234
H (-1.19, -1.56, 2.36)  0.213
H (1.85, -2.68, 0.37)  0.230
H (0.17, -3.05, 0.84)  0.216
H (1.49, -3.94, 1.58)  0.216

## Properties
* LUMO energy: 0.8 eV
* multiplicity: 1
* HOMO energy: -8.350 eV
* DFT total energy: -824.7521 hartree
* SMILES string: Cc1ccc(O)cc1.CSC

No. 3
Formula: C9H14S
Source: the OMol25 dataset
Level of theory: wB97M-V/def2-TZVPD

Last column: natural (NBO) charge in e.
Element x y z (Å)
C (2.65, 0.32, 1.45)  -0.640
C (1.74, -0.55, 0.64)  -0.002
C (1.46, -1.84, 1.12)  -0.219
C (0.55, -2.61, 0.43)  -0.195
C (0.04, -2.22, -0.81)  -0.233
C (0.32, -0.94, -1.25)  -0.195
C (1.23, -0.13, -0.57)  -0.234
H (3.66, 0.47, 1.05)  0.220
H (2.75, 0.04, 2.49)  0.218
H (2.28, 1.35, 1.51)  0.217
H (1.86, -2.24, 2.04)  0.215
H (0.19, -3.54, 0.83)  0.210
H (-0.53, -2.91, -1.42)  0.217
H (0.14, -0.65, -2.28)  0.208
H (1.70, 0.71, -1.08)  0.215
C (-2.06, 1.71, -1.47)  -0.618
C (-2.07, 1.16, -0.04)  -0.530
S (-3.51, 1.77, 0.89)  -0.065
H (-2.31, 2.75, -1.40)  0.218
H (-2.68, 1.07, -2.10)  0.213
H (-1.09, 1.63, -1.97)  0.206
H (-2.02, 0.12, 0.26)  0.240
H (-1.13, 1.53, 0.40)  0.218
H (-3.19, 3.01, 1.28)  0.119

## Properties
* LUMO energy: 0.9 eV
* multiplicity: 1
* HOMO energy: -8.860 eV
* DFT total energy: -749.4878 hartree
* SMILES string: Cc1ccccc1.CCS

No. 4
Formula: C9H14S
Source: the OMol25 dataset
Level of theory: wB97M-V/def2-TZVPD

Last column: natural (NBO) charge in e.
Element x y z (Å)
C (-2.52, -0.41, 1.14)  -0.638
C (-1.71, 0.62, 0.53)  0.002
C (-2.16, 1.14, -0.70)  -0.238
C (-1.33, 2.04, -1.35)  -0.188
C (-0.07, 2.48, -0.79)  -0.249
C (0.17, 2.14, 0.48)  -0.195
C (-0.57, 1.14, 1.16)  -0.218
H (-1.99, -1.09, 1.93)  0.217
H (-2.86, -1.15, 0.48)  0.217
H (-3.40, 0.07, 1.61)  0.222
H (-3.13, 0.90, -1.06)  0.212
H (-1.68, 2.51, -2.34)  0.213
H (0.80, 2.99, -1.26)  0.224
H (1.04, 2.49, 1.02)  0.204
H (-0.22, 0.62, 1.97)  0.209
C (3.01, -1.05, 0.56)  -0.744
S (1.61, -2.16, 0.69)  0.127
C (1.33, -2.64, -1.15)  -0.674
H (2.53, -0.31, -0.21)  0.222
H (3.17, -0.65, 1.58)  0.236
H (3.87, -1.53, 0.18)  0.211
H (1.26, -1.72, -1.65)  0.205
H (0.54, -3.26, -1.28)  0.216
H (2.30, -3.14, -1.56)  0.206

## Properties
* LUMO energy: 0.9 eV
* multiplicity: 1
* HOMO energy: -8.331 eV
* DFT total energy: -749.4512 hartree
* SMILES string: Cc1ccccc1.CSC

No. 5
Formula: C9H14Si
Source: the OMol25 dataset
Level of theory: wB97M-V/def2-TZVPD

Last column: natural (NBO) charge in e.
Element x y z (Å)
C (-1.47, 0.36, -2.27)  -0.634
C (-0.60, 0.24, -1.07)  -0.046
C (0.67, -0.24, -0.92)  -0.051
C (1.56, -0.86, -1.88)  -0.644
C (0.96, -0.26, 0.53)  0.048
C (2.24, -0.78, 0.86)  -0.655
C (-0.10, 0.21, 1.23)  -0.082
C (-0.08, 0.43, 2.69)  -0.629
C (-1.14, 0.52, 0.26)  -0.575
Si (-2.79, 0.99, 0.66)  1.007
H (-2.25, -0.32, -2.17)  0.209
H (-0.85, 0.13, -3.21)  0.222
H (-2.05, 1.37, -2.39)  0.205
H (2.61, -0.59, -1.58)  0.218
H (1.35, -0.49, -2.94)  0.213
H (1.51, -1.88, -2.05)  0.219
H (2.95, -0.05, 0.38)  0.217
H (2.32, -1.76, 0.58)  0.223
H (2.56, -0.45, 1.92)  0.213
H (0.84, 0.12, 3.15)  0.219
H (-0.90, -0.20, 3.13)  0.209
H (-0.29, 1.46, 2.94)  0.211
H (-3.89, 1.60, 0.03)  -0.161
H (-3.17, 0.46, 2.09)  -0.158

## Properties
* LUMO energy: -0.6 eV
* multiplicity: 1
* HOMO energy: -7.348 eV
* DFT total energy: -640.6865 hartree
* SMILES string: CC1=C(C)C(C)=C(C)C1=[SiH2]

No. 6
Formula: C9H15Cl2GaIrO3P
Source: the OMol25 dataset
Level of theory: wB97M-V/def2-TZVPD

Last column: natural (NBO) charge in e.
Element x y z (Å)
Ga (-0.27, -5.60, -1.32)  1.473
Ir (0.74, -1.33, -0.01)  1.020
Cl (-1.40, -4.25, -0.13)  -0.278
Cl (1.30, -3.15, -1.36)  -0.432
C (2.03, -0.62, 1.09)  0.308
C (-1.54, -7.43, -1.51)  0.497
C (0.73, -6.73, -2.61)  0.466
O (2.94, -0.12, 1.66)  -0.286
O (-1.82, -8.49, -1.89)  -0.186
O (1.01, -7.65, -3.30)  -0.103
C (-0.20, 1.51, 3.04)  -0.632
C (-0.81, 1.14, 1.71)  -0.658
P (0.27, 0.90, 0.27)  1.081
C (-0.59, 0.98, -1.29)  -0.762
C (-1.36, 2.25, -1.60)  -0.623
C (1.41, 2.42, 0.29)  -0.573
C (0.70, 3.75, 0.42)  -0.625
H (0.33, 0.68, 3.50)  0.255
H (-1.03, 1.77, 3.70)  0.322
H (0.48, 2.36, 3.01)  0.256
H (-1.34, 0.18, 1.76)  0.287
H (-1.45, 1.92, 1.28)  0.305
H (0.13, 0.79, -2.10)  0.302
H (-1.31, 0.15, -1.26)  0.291
H (-0.72, 3.03, -1.98)  0.256
H (-2.07, 2.06, -2.42)  0.316
H (-1.90, 2.69, -0.76)  0.237
H (2.10, 2.24, 1.12)  0.310
H (2.00, 2.31, -0.63)  0.300
H (-0.07, 3.76, 1.23)  0.255
H (1.50, 4.49, 0.60)  0.357
H (0.21, 3.99, -0.53)  0.262

## Properties
* LUMO energy (alpha / beta): -16.2 / -18.6 eV
* multiplicity: 5
* HOMO energy (alpha / beta): -20.761 / -23.655 eV
* expectation value of S²: 6.0159
* DFT total energy: -3866.5157 hartree
* net charge: +4

No. 7
Formula: C9H15ClN
Source: the OMol25 dataset
Level of theory: wB97M-V/def2-TZVPD

Last column: natural (NBO) charge in e.
Element x y z (Å)
C (-2.37, 0.09, 1.16)  -0.631
C (-1.23, 0.49, 0.21)  -0.225
C (-0.54, 1.80, 0.61)  -0.438
C (0.92, 1.75, 0.13)  -0.011
Cl (1.70, 3.17, -0.07)  0.144
C (1.22, 0.47, -0.12)  -0.118
C (2.20, -0.06, -1.08)  -0.437
C (1.16, -0.69, -2.04)  -0.199
N (0.15, -1.38, -1.11)  -0.533
C (0.08, -0.43, 0.21)  0.220
C (0.14, -1.21, 1.46)  -0.670
H (-2.20, 0.19, 2.21)  0.231
H (-2.59, -0.97, 1.05)  0.208
H (-3.31, 0.60, 0.90)  0.251
H (-1.58, 0.52, -0.80)  0.207
H (-0.54, 1.87, 1.75)  0.225
H (-1.04, 2.70, 0.30)  0.246
H (2.74, 0.76, -1.48)  0.264
H (2.75, -0.89, -0.83)  0.222
H (0.60, 0.03, -2.56)  0.220
H (1.50, -1.49, -2.83)  0.243
H (-0.73, -1.42, -1.44)  0.419
H (0.50, -2.28, -0.76)  0.428
H (-0.87, -1.56, 1.48)  0.243
H (0.29, -0.37, 2.18)  0.256
H (1.05, -1.71, 1.48)  0.233

## Properties
* LUMO energy: -2.9 eV
* multiplicity: 1
* HOMO energy: -12.782 eV
* DFT total energy: -866.5814 hartree
* SMILES string: C[C@H]1CC(Cl)=C2CC[NH2+][C@@]21C
* net charge: +1

No. 8
Formula: C9H15ClO3Si
Source: the OMol25 dataset
Level of theory: wB97M-V/def2-TZVPD

Last column: natural (NBO) charge in e.
Element x y z (Å)
C (2.83, 0.07, 1.62)  -0.362
C (-1.36, -3.06, -1.66)  -0.475
C (1.38, -1.25, 0.16)  -0.162
C (0.60, -1.39, -1.01)  -0.353
C (2.29, -0.18, 0.32)  -0.084
C (-0.44, -2.20, -1.26)  0.143
C (-0.85, 0.16, 2.30)  -0.231
C (-1.22, 2.40, -1.33)  -0.246
C (2.85, 0.46, -0.91)  -0.415
O (-3.98, 0.17, 0.67)  -1.136
O (-1.36, 0.59, 1.03)  -0.956
O (-2.36, 1.67, -0.97)  -0.923
Si (-2.57, 0.42, -0.01)  1.929
Cl (3.90, 1.77, -0.46)  -0.039
H (3.54, 0.89, 1.87)  0.226
H (2.42, -0.60, 2.31)  0.184
H (-2.31, -2.77, -1.63)  0.211
H (-1.17, -4.03, -2.04)  0.216
H (1.03, -1.89, 1.07)  0.212
H (0.76, -0.64, -1.73)  0.215
H (-1.33, -0.85, 2.47)  0.173
H (-1.21, 0.82, 3.06)  0.179
H (0.27, 0.04, 2.42)  0.193
H (-1.28, 3.48, -0.98)  0.182
H (-1.23, 2.45, -2.43)  0.179
H (-0.17, 2.08, -1.06)  0.181
H (2.01, 0.76, -1.52)  0.216
H (3.53, -0.17, -1.42)  0.233
H (-4.57, 0.77, 1.12)  0.510

## Properties
* LUMO energy (alpha / beta): -0.2 / -0.6 eV
* multiplicity: 1
* HOMO energy (alpha / beta): -7.324 / -6.910 eV
* DFT total energy: -1327.2198 hartree

No. 9
Formula: C9H15F2NO2
Source: the OMol25 dataset
Level of theory: wB97M-V/def2-TZVPD

Last column: natural (NBO) charge in e.
Element x y z (Å)
C (-4.26, -3.15, 0.11)  -0.613
C (-3.28, -2.07, 0.59)  -0.377
C (-1.91, -2.02, -0.06)  -0.398
C (-0.93, -1.15, 0.63)  -0.422
C (0.19, -0.90, -0.33)  -0.074
O (0.93, 0.18, 0.14)  -0.495
C (1.63, 0.83, -0.82)  0.773
O (1.75, 0.57, -1.99)  -0.566
C (2.43, 2.02, -0.29)  -0.082
C (1.79, 3.00, 0.77)  -0.641
C (3.63, 2.26, -0.72)  -0.060
N (4.35, 3.41, -0.15)  0.269
F (3.99, 4.62, -0.65)  -0.222
F (5.63, 3.27, -0.58)  -0.230
H (-4.51, -3.23, -1.00)  0.213
H (-3.87, -4.07, 0.71)  0.209
H (-5.18, -2.97, 0.60)  0.211
H (-3.17, -2.37, 1.60)  0.187
H (-3.64, -0.95, 0.64)  0.188
H (-1.47, -3.02, -0.34)  0.202
H (-2.15, -1.51, -0.94)  0.193
H (-0.54, -1.71, 1.43)  0.207
H (-1.40, -0.18, 0.96)  0.211
H (-0.09, -0.62, -1.44)  0.205
H (0.86, -1.79, -0.35)  0.184
H (0.69, 2.75, 0.80)  0.226
H (1.85, 4.07, 0.48)  0.235
H (2.34, 2.96, 1.62)  0.231
H (4.33, 1.74, -1.42)  0.236

## Properties
* LUMO energy: 0.6 eV
* multiplicity: 1
* HOMO energy: -9.917 eV
* DFT total energy: -756.6942 hartree
* SMILES string: CCCCCOC(=O)/C(C)=C/N(F)F

No. 10
Formula: C9H15GaNO2SbSe4
Source: the OMol25 dataset
Level of theory: wB97M-V/def2-TZVPD

Last column: natural (NBO) charge in e.
Element x y z (Å)
Ga (0.17, -0.04, -1.70)  0.964
O (2.39, -0.75, -1.53)  -0.746
C (3.04, -0.79, -0.26)  -0.075
C (2.75, -2.09, 0.46)  -0.416
C (1.25, -2.43, 0.49)  -0.445
C (0.44, -1.36, 1.16)  0.254
C (0.20, -1.38, 2.52)  -0.251
C (-0.50, -0.35, 3.12)  -0.123
C (-0.95, 0.71, 2.34)  -0.239
C (-0.68, 0.67, 0.99)  0.051
N (-0.01, -0.33, 0.41)  -0.589
H (2.86, -1.30, -2.17)  0.503
H (2.64, 0.07, 0.29)  0.201
H (4.11, -0.63, -0.38)  0.197
H (3.13, -2.02, 1.48)  0.221
H (3.29, -2.91, -0.02)  0.213
H (1.10, -3.37, 1.02)  0.232
H (0.89, -2.57, -0.53)  0.235
H (0.57, -2.21, 3.10)  0.227
H (-0.68, -0.36, 4.19)  0.229
H (-1.49, 1.55, 2.74)  0.253
H (-1.02, 1.49, 0.35)  0.263
Se (-2.37, 3.88, -3.76)  -0.237
Sb (-0.95, 4.07, -1.68)  1.009
Se (0.79, 2.17, -2.17)  -0.673
Se (0.53, 5.92, -1.85)  -0.611
Se (-2.57, 3.58, 0.02)  -0.716
C (-3.39, 0.22, -1.15)  -0.250
O (-2.18, -0.20, -1.81)  -0.757
H (-4.16, -0.53, -1.28)  0.174
H (-3.72, 1.19, -1.54)  0.212
H (-3.16, 0.34, -0.10)  0.192
H (-2.35, -0.27, -2.75)  0.500

## Properties
* LUMO energy (alpha / beta): -1.6 / -1.6 eV
* multiplicity: 1
* HOMO energy (alpha / beta): -7.298 / -7.104 eV
* DFT total energy: -12327.9363 hartree